A structure of composition C29H34GeN3OS3Ti, computed with the ωB97M-V functional and the def2-TZVPD basis.

Cartesian coordinates (Å):
Ti: 0.00226 0.67342 -0.09715
C: -2.17554 -1.59745 -2.96226
C: -2.42794 -2.14680 -1.56635
S: -1.77082 -1.22567 -0.13628
C: -3.17668 -0.31311 0.55040
C: -3.62728 0.92008 -0.22105
S: -2.26348 2.07910 -0.58072
C: -2.39884 2.35099 -2.37283
C: -1.95219 1.20340 -3.27108
S: -3.15036 -0.15685 -3.46177
H: -2.43886 -2.38818 -3.66740
H: -1.11937 -1.38671 -3.12112
H: -1.95815 -3.12827 -1.48753
H: -3.49391 -2.27888 -1.37551
H: -2.83765 -0.03189 1.54998
H: -4.01524 -1.00017 0.67600
H: -4.36769 1.46012 0.36953
H: -4.07262 0.63738 -1.16954
H: -1.75541 3.21508 -2.54851
H: -3.42334 2.65826 -2.58658
H: -1.01146 0.78042 -2.91744
H: -1.76337 1.60766 -4.26588
C: 1.25651 0.04640 -1.00000
Ge: 1.91696 0.47269 -2.75197
C: 1.24036 2.32133 -2.99927
C: 0.82413 2.92744 -4.18316
C: 0.33524 4.22921 -4.19421
C: 0.25813 4.96142 -3.01730
C: 0.69642 4.38985 -1.83002
C: 1.18679 3.08888 -1.82868
C: 3.86898 0.49340 -2.86195
C: 4.63236 0.17116 -1.74429
C: 6.02001 0.18673 -1.81038
C: 6.65498 0.52668 -2.99616
C: 5.90156 0.84963 -4.11756
C: 4.51625 0.83071 -4.04901
C: 1.17131 -0.85034 -4.00227
C: 1.31620 -2.18690 -3.61970
C: 0.78762 -3.21582 -4.38455
C: 0.08848 -2.92439 -5.55039
C: -0.06040 -1.60438 -5.94763
C: 0.48408 -0.57800 -5.18304
H: 0.88903 2.39956 -5.12579
H: 0.02292 4.67621 -5.12985
H: -0.11894 5.97571 -3.02952
H: 0.67860 4.96022 -0.90963
H: 1.59319 2.67946 -0.90609
H: 4.13405 -0.09319 -0.81762
H: 6.60629 -0.06728 -0.93607
H: 7.73589 0.53967 -3.04895
H: 6.39410 1.11402 -5.04450
H: 3.93909 1.08152 -4.93343
H: 1.84323 -2.42264 -2.70070
H: 0.92140 -4.24480 -4.07440
H: -0.32996 -3.72328 -6.14894
H: -0.59720 -1.36949 -6.85821
H: 0.35031 0.44077 -5.52189
C: 1.46719 -0.67712 5.42512
N: 1.10953 -0.12090 4.13348
C: 1.32330 1.25899 3.72403
C: 0.75931 1.21519 2.32187
O: 0.72908 2.08938 1.45564
N: 0.27066 -0.02168 2.05948
C: 0.51826 -0.78071 3.13078
N: 0.18441 -2.06372 3.18304
H: 1.99806 0.07996 5.99504
H: 2.13090 -1.53533 5.30926
H: 0.58154 -0.96978 5.99146
H: 2.38090 1.52759 3.71430
H: 0.77800 1.96797 4.35025
H: -0.19419 -2.48317 2.34837
H: 0.42284 -2.64849 3.96392

## Properties
Spin multiplicity ... 1
Energy relative to the best compared isomer or geometry (same formula, charge and spin) ... 0.0 kcal/mol
E_LUMO ... -2.4 eV
HOMO ... -0.3684 Ha
Charge ... +1

Need the Löwdin charges? In units of e they are: number 1, Ti, carries 0.470; number 2, C, carries -0.521; number 3, C, carries -0.455; number 4, S, carries 0.867; number 5, C, carries -0.498; number 6, C, carries -0.485; number 7, S, carries 0.900; number 8, C, carries -0.475; number 9, C, carries -0.517; number 10, S, carries 0.913; number 11, H, carries 0.080; number 12, H, carries 0.043; number 13, H, carries 0.080; number 14, H, carries 0.086; number 15, H, carries 0.072; number 16, H, carries 0.091; number 17, H, carries 0.085; number 18, H, carries 0.033; number 19, H, carries 0.054; number 20, H, carries 0.090; number 21, H, carries 0.032; number 22, H, carries 0.074; number 23, C, carries -0.380; number 24, Ge, carries 0.877; number 25, C, carries -0.260; number 26, C, carries -0.108; number 27, C, carries -0.078; number 28, C, carries -0.089; number 29, C, carries -0.079; number 30, C, carries -0.139; number 31, C, carries -0.280; number 32, C, carries -0.116; number 33, C, carries -0.089; number 34, C, carries -0.088; number 35, C, carries -0.085; number 36, C, carries -0.107; number 37, C, carries -0.288; number 38, C, carries -0.124; number 39, C, carries -0.085; number 40, C, carries -0.088; number 41, C, carries -0.079; number 42, C, carries -0.111; number 43, H, carries 0.090; number 44, H, carries 0.109; number 45, H, carries 0.108; number 46, H, carries 0.112; number 47, H, carries 0.078; number 48, H, carries 0.083; number 49, H, carries 0.100; number 50, H, carries 0.103; number 51, H, carries 0.104; number 52, H, carries 0.101; number 53, H, carries 0.102; number 54, H, carries 0.105; number 55, H, carries 0.106; number 56, H, carries 0.108; number 57, H, carries 0.080; number 58, C, carries -0.004; number 59, N, carries -0.076; number 60, C, carries 0.007; number 61, C, carries -0.445; number 62, O, carries -0.006; number 63, N, carries 0.097; number 64, C, carries -0.375; number 65, N, carries 0.248; number 66, H, carries 0.101; number 67, H, carries 0.100; number 68, H, carries 0.101; number 69, H, carries 0.155; number 70, H, carries 0.153; number 71, H, carries 0.114; number 72, H, carries 0.120

***

A cluster of 2 separate species, H2N2O4S in total, computed with the ωB97M-V functional and the def2-TZVPD basis.

Cartesian coordinates (Å):
N: 2.20668 -0.01112 -0.47911
N: -1.33562 -1.11372 0.05736
O: -1.22251 -1.59332 1.12727
O: -1.65190 -1.46335 -1.01929
O: -1.18933 1.49898 1.32844
O: -1.21506 1.54653 -1.12008
S: -0.69998 0.97720 0.08804
H: 2.30444 -0.63476 0.32120
H: 2.80329 0.79356 -0.30383

## Properties
Spin multiplicity ... 1
Energy relative to the best compared isomer or geometry (same formula, charge and spin) ... 151.5 kcal/mol
E_LUMO (alpha / beta) ... -4.0 / -5.1 eV
HOMO (alpha / beta) ... -0.3416 / -0.3027 Ha
Charge ... 0

Need the Löwdin charges? In units of e they are: number 1, N, carries 0.093; number 2, N, carries -0.394; number 3, O, carries 0.119; number 4, O, carries 0.137; number 5, O, carries -0.367; number 6, O, carries -0.365; number 7, S, carries 0.838; number 8, H, carries -0.031; number 9, H, carries -0.029

***

A cluster of 8 separate species, C8H32O8 in total, computed with the ωB97M-V functional and the def2-TZVPD basis.

Cartesian coordinates (Å):
C: 1.69600 -1.51427 -3.14862
O: 0.29537 -1.26465 -3.10429
H: 1.88733 -2.46069 -2.64596
H: 2.06562 -1.58457 -4.17323
H: 2.25904 -0.72812 -2.63024
H: 0.04621 -0.71211 -3.84848
C: 0.68503 -4.19711 -0.75758
O: 1.53926 -5.27666 -1.08043
H: 0.04298 -3.88857 -1.59016
H: 0.03014 -4.43266 0.09005
H: 1.28310 -3.34550 -0.44195
H: 1.00420 -5.97354 -1.46841
C: 3.32354 -2.22137 1.49276
O: 3.07545 -3.25569 2.43803
H: 4.09832 -1.52328 1.83876
H: 3.63589 -2.63081 0.52792
H: 2.39902 -1.65799 1.39927
H: 3.87621 -3.77498 2.54672
C: 1.36947 3.21678 -1.15744
O: 0.25856 4.02122 -0.75685
H: 2.25189 3.81615 -1.37230
H: 1.61335 2.49860 -0.37003
H: 1.07195 2.66018 -2.04343
H: 0.56830 4.87746 -0.45158
C: -0.05463 -0.13554 0.01541
O: -0.66584 -1.30593 -0.47649
H: 1.02904 -0.13299 -0.17886
H: -0.49340 0.75551 -0.44798
H: -0.18461 -0.10866 1.09372
H: -0.34323 -1.48501 -1.36597
C: -0.43464 2.61160 2.32586
O: -1.15202 2.72121 3.55303
H: -1.13557 2.32622 1.54735
H: 0.00416 3.57374 2.04370
H: 0.35391 1.85689 2.40057
H: -0.54821 3.04592 4.22512
C: -3.16398 3.72172 -0.17809
O: -2.44642 2.89990 -1.08236
H: -2.75367 3.68844 0.83341
H: -3.18554 4.77051 -0.50735
H: -4.19095 3.36588 -0.17930
H: -1.54721 3.23756 -1.16218
C: -3.45443 -0.79639 1.57622
O: -3.02900 -2.01412 0.99088
H: -3.82101 -1.00044 2.58399
H: -2.63491 -0.07665 1.66841
H: -4.26060 -0.33981 0.99506
H: -2.26347 -1.82738 0.43331

## Properties
Spin multiplicity ... 1
Structure (SMILES) ... CO.CO.CO.CO.CO.CO.CO.CO
Energy relative to the best compared isomer or geometry (same formula, charge and spin) ... 77.6 kcal/mol
E_LUMO ... 0.3 eV
HOMO ... -0.3415 Ha
Charge ... 0

Need the Löwdin charges? In units of e they are: number 1, C, carries -0.125; number 2, O, carries -0.125; number 3, H, carries 0.069; number 4, H, carries 0.085; number 5, H, carries 0.079; number 6, H, carries 0.095; number 7, C, carries -0.177; number 8, O, carries -0.114; number 9, H, carries 0.078; number 10, H, carries 0.091; number 11, H, carries 0.054; number 12, H, carries 0.075; number 13, C, carries -0.167; number 14, O, carries -0.116; number 15, H, carries 0.077; number 16, H, carries 0.075; number 17, H, carries 0.062; number 18, H, carries 0.074; number 19, C, carries -0.127; number 20, O, carries -0.136; number 21, H, carries 0.082; number 22, H, carries 0.069; number 23, H, carries 0.080; number 24, H, carries 0.088; number 25, C, carries -0.148; number 26, O, carries -0.134; number 27, H, carries 0.073; number 28, H, carries 0.075; number 29, H, carries 0.071; number 30, H, carries 0.033; number 31, C, carries -0.168; number 32, O, carries -0.114; number 33, H, carries 0.052; number 34, H, carries 0.074; number 35, H, carries 0.076; number 36, H, carries 0.072; number 37, C, carries -0.160; number 38, O, carries -0.135; number 39, H, carries 0.062; number 40, H, carries 0.079; number 41, H, carries 0.078; number 42, H, carries 0.025; number 43, C, carries -0.161; number 44, O, carries -0.129; number 45, H, carries 0.075; number 46, H, carries 0.062; number 47, H, carries 0.074; number 48, H, carries 0.024

***

| no. | maximum force (Eh/bohr) | electronic energy (eV) |
| --- | --- | --- |
| 1 | 0.01988 | -149273.5956 |
| 2 | 0.02009 | -22028.6229 |
| 3 | 0.01410 | -25191.4345 |